[1]
{
  "formula": "C5H14NO",
  "method": "ωB97M-V/def2-TZVPD",
  "symbols": ["N", "C", "O", "H", "H", "H", "H", "C", "C", "C", "C", "H", "H", "H", "H", "H", "H", "H", "H", "H", "H"],
  "xyz": [[2.765, 0.649, -2.903], [2.346, 1.032, -1.523], [1.269, 0.405, -1.026], [2.891, -0.357, -2.858], [1.924, 0.756, -3.463], [3.250, 0.849, -0.890], [2.226, 2.149, -1.564], [-2.633, -0.469, 0.955], [-1.161, -0.200, 0.680], [-0.544, 0.721, 1.729], [-0.388, -1.532, 0.562], [-3.075, -1.045, 0.135], [-2.801, -1.005, 1.895], [-3.205, 0.467, 0.964], [-1.078, 0.272, -0.300], [0.474, 0.942, 1.411], [-0.504, 0.181, 2.685], [-1.146, 1.621, 1.859], [-0.912, -2.234, -0.083], [0.590, -1.248, 0.166], [-0.289, -1.954, 1.571]],
  "forces_ev_per_angstrom": [[0.102, 0.051, -0.073], [-0.298, 0.113, 0.794], [0.136, 0.086, -0.340], [-0.003, -0.159, -0.028], [-0.110, 0.003, -0.080], [0.169, 0.111, -0.183], [0.085, -0.136, -0.103], [-0.370, 0.326, -0.353], [-0.234, -0.592, -0.229], [0.037, -0.763, -0.196], [0.018, 1.054, 0.615], [0.084, -0.204, 0.132], [0.014, 0.024, 0.016], [0.035, -0.013, 0.276], [0.128, 0.168, 0.036], [-0.017, 0.259, 0.004], [-0.030, 0.148, 0.077], [0.124, 0.170, -0.005], [0.067, -0.076, -0.114], [0.051, -0.343, -0.155], [0.013, -0.226, -0.091]],
  "nbo_charge": [-0.902, 0.132, -0.981, 0.327, 0.328, 0.060, 0.059, -0.600, -0.222, -0.611, -0.626, 0.192, 0.181, 0.187, 0.235, 0.254, 0.170, 0.185, 0.183, 0.287, 0.162],
  "total_charge": -1,
  "gap_ev": 6.524
}


[2]
{
  "formula": "C6H9N2O2",
  "method": "ωB97M-V/def2-TZVPD",
  "symbols": ["C", "C", "C", "C", "N", "N", "H", "H", "H", "H", "H", "H", "C", "C", "O", "O", "H", "H", "H"],
  "xyz": [[1.100, -3.636, -1.691], [-0.320, -1.305, 0.574], [0.558, -1.109, -1.334], [0.472, -2.510, -0.952], [0.007, -0.396, -0.346], [0.014, -2.610, 0.266], [-0.056, 1.144, -0.303], [-0.959, -1.116, 1.416], [0.839, -0.612, -2.238], [1.070, -3.414, -2.745], [0.597, -4.577, -1.493], [2.166, -3.729, -1.467], [-1.027, 1.902, 1.879], [-0.392, 2.737, 0.795], [-0.143, 2.143, -0.357], [-0.241, 3.911, 0.970], [-0.484, 1.881, 2.812], [-1.266, 0.894, 1.533], [-2.042, 2.290, 2.001]],
  "forces_ev_per_angstrom": [[-0.217, 0.219, -0.238], [-0.335, -1.485, 0.013], [-1.236, 0.664, 0.775], [1.704, -0.746, 0.026], [0.608, -0.462, -0.549], [-0.703, 0.698, 0.057], [-0.442, 0.338, 0.152], [0.206, 0.281, 0.354], [0.374, -0.116, -0.407], [-0.145, -0.109, -0.526], [0.037, -0.057, 0.087], [-0.078, 0.023, 0.346], [-1.084, -0.889, -0.674], [-0.379, -0.203, 0.395], [0.508, 0.468, -0.441], [0.320, 0.767, -0.114], [0.089, 0.181, 0.160], [0.520, -0.019, 0.145], [0.253, 0.449, 0.440]],
  "nbo_charge": [-0.664, 0.320, 0.088, 0.241, -0.555, -0.479, 0.496, 0.201, 0.220, 0.224, 0.247, 0.249, -0.733, 0.788, -0.715, -0.595, 0.237, 0.187, 0.242],
  "gap_ev": [10.104, 6.634],
  "spin_multiplicity": 2
}


[3]
{
  "formula": "CH4ClO2P",
  "method": "ωB97M-V/def2-TZVPD",
  "symbols": ["O", "P", "O", "C", "Cl", "H", "H", "H", "H"],
  "xyz": [[-2.033, -0.285, -1.158], [-1.078, 0.706, -0.178], [0.139, -0.688, 0.128], [1.305, -0.336, 0.813], [2.195, 0.896, -0.081], [-2.926, -0.390, -0.807], [-0.254, 1.087, -1.284], [0.881, 0.259, 1.627], [1.770, -1.249, 0.940]],
  "forces_ev_per_angstrom": [[0.359, 1.164, 0.972], [1.692, -3.665, -1.525], [-1.911, 1.557, -0.783], [-4.041, 2.273, -0.398], [1.217, 0.272, -0.516], [0.170, -0.032, 0.097], [-0.472, 0.408, 0.360], [1.258, -0.665, 1.023], [1.727, -1.314, 0.770]],
  "nbo_charge": [-0.959, 1.084, -0.769, -0.065, -0.097, 0.493, -0.071, 0.177, 0.207],
  "smiles": "OPOCCl",
  "gap_ev": 10.303
}


[4]
{
  "formula": "C18H21N3O5S",
  "method": "ωB97M-V/def2-TZVPD",
  "symbols": ["C", "O", "C", "C", "C", "C", "C", "O", "N", "C", "C", "C", "C", "C", "N", "C", "C", "C", "S", "O", "O", "N", "C", "C", "O", "C", "C", "H", "H", "H", "H", "H", "H", "H", "H", "H", "H", "H", "H", "H", "H", "H", "H", "H", "H", "H", "H", "H"],
  "xyz": [[-4.246, -1.814, 1.034], [-3.267, -2.693, 0.515], [-2.004, -2.338, 0.243], [-1.231, -3.431, -0.202], [0.091, -3.306, -0.536], [0.724, -2.062, -0.452], [2.176, -1.986, -0.792], [2.892, -2.968, -0.761], [2.626, -0.765, -1.163], [4.028, -0.503, -1.399], [4.609, 0.411, -0.354], [4.322, 0.231, 0.995], [4.876, 1.095, 1.923], [5.702, 2.111, 1.465], [5.985, 2.290, 0.186], [5.451, 1.464, -0.694], [-0.024, -0.986, -0.009], [-1.368, -1.097, 0.333], [-2.052, 0.489, 0.860], [-1.000, 1.464, 0.728], [-2.685, 0.402, 2.143], [-3.266, 0.753, -0.284], [-2.765, 0.983, -1.627], [-2.344, 2.443, -1.835], [-3.393, 3.322, -1.495], [-3.768, 3.159, -0.144], [-4.266, 1.734, 0.111], [-4.538, -1.071, 0.290], [-5.094, -2.456, 1.271], [-3.900, -1.303, 1.932], [-1.733, -4.384, -0.262], [0.669, -4.158, -0.860], [2.006, 0.028, -1.145], [4.164, -0.071, -2.396], [4.527, -1.478, -1.365], [3.677, -0.579, 1.307], [4.672, 0.982, 2.976], [6.159, 2.815, 2.147], [5.712, 1.653, -1.729], [0.410, -0.007, 0.124], [-1.919, 0.313, -1.789], [-3.569, 0.727, -2.325], [-2.116, 2.631, -2.885], [-1.461, 2.655, -1.216], [-4.560, 3.885, 0.043], [-2.911, 3.364, 0.513], [-4.471, 1.579, 1.170], [-5.170, 1.544, -0.477]],
  "forces_ev_per_angstrom": [[-0.586, 0.170, 0.263], [0.325, -0.156, -0.170], [0.000, -0.448, -0.101], [-0.121, 0.182, 0.077], [0.025, 0.185, 0.043], [-0.308, -0.028, 0.209], [-0.176, 0.128, -0.093], [0.052, -0.247, 0.053], [0.056, 0.350, -0.073], [0.194, -0.147, -0.058], [0.039, 0.117, 0.105], [0.123, 0.108, -0.083], [-0.024, -0.061, -0.096], [-0.054, -0.050, 0.252], [0.344, 0.435, -0.073], [-0.239, -0.353, -0.112], [0.498, -0.230, -0.184], [-0.367, 0.789, 0.184], [-0.412, -0.124, -0.327], [0.106, -0.111, -0.121], [-0.057, -0.013, 0.033], [0.886, -0.373, 0.719], [0.292, 0.324, -0.458], [0.199, -0.230, -0.107], [-0.164, 0.063, -0.103], [-0.181, -0.105, 0.185], [-0.120, 0.455, 0.288], [-0.009, -0.191, 0.098], [0.052, 0.068, -0.015], [-0.093, -0.222, -0.104], [-0.060, -0.089, -0.009], [0.032, -0.088, -0.018], [-0.033, -0.133, -0.017], [0.047, -0.090, 0.096], [-0.078, 0.184, -0.122], [-0.065, -0.057, 0.041], [-0.001, 0.011, 0.097], [-0.010, 0.015, 0.136], [-0.054, -0.053, -0.152], [0.128, 0.022, -0.047], [-0.034, 0.008, -0.234], [0.096, -0.037, 0.041], [0.044, -0.073, 0.062], [-0.099, 0.020, -0.177], [0.054, -0.058, 0.084], [-0.105, 0.063, -0.031], [-0.207, 0.101, -0.037], [0.067, -0.030, 0.056]],
  "nbo_charge": [-0.276, -0.492, 0.445, -0.279, -0.112, -0.197, 0.660, -0.621, -0.601, -0.252, -0.073, -0.172, -0.246, 0.031, -0.410, 0.032, -0.097, -0.489, 2.317, -0.955, -0.943, -0.678, -0.262, -0.097, -0.522, -0.091, -0.268, 0.194, 0.196, 0.217, 0.233, 0.243, 0.398, 0.204, 0.254, 0.222, 0.221, 0.193, 0.188, 0.238, 0.220, 0.211, 0.197, 0.192, 0.200, 0.180, 0.240, 0.208],
  "smiles": "COc1ccc(C(=O)NCc2cccnc2)cc1S(=O)(=O)N1CCOCC1",
  "gap_ev": 9.533
}


[5]
{
  "formula": "C3H5F3O2S",
  "method": "ωB97M-V/def2-TZVPD",
  "symbols": ["C", "C", "C", "O", "O", "F", "F", "F", "S", "H", "H", "H", "H", "H"],
  "xyz": [[0.750, -0.954, 0.184], [0.904, 0.476, -0.101], [1.991, 0.964, -1.100], [-2.689, 0.565, -0.057], [0.443, 2.962, 0.181], [2.596, -0.109, -1.632], [1.402, 1.580, -2.113], [2.886, 1.746, -0.532], [0.048, 1.638, 0.689], [1.353, -1.432, 1.146], [-0.189, -1.261, 0.642], [1.062, -1.612, -0.728], [-3.196, 1.424, 0.180], [-2.945, -0.271, 0.328]],
  "forces_ev_per_angstrom": [[1.751, -3.447, 1.447], [0.332, 1.367, 0.834], [-1.850, -1.272, 0.637], [-0.097, 2.531, -0.472], [-0.337, 0.197, 0.431], [0.663, -0.105, 0.060], [0.039, 0.736, -0.500], [0.464, 0.192, -0.056], [1.025, -0.766, -1.192], [-0.346, 1.611, -2.463], [-0.699, 0.381, -0.926], [-0.904, 1.163, 1.759], [0.839, -3.031, -0.106], [-0.881, 0.443, 0.547]],
  "nbo_charge": [-0.680, -0.434, 0.971, -0.985, -0.892, -0.327, -0.307, -0.296, 1.226, 0.235, 0.240, 0.259, 0.502, 0.489],
  "gap_ev": 8.856
}


[6]
{
  "formula": "C26H34GeI2N3NiO2",
  "method": "ωB97M-V/def2-TZVPD",
  "symbols": ["Ni", "O", "C", "C", "C", "C", "C", "C", "C", "C", "N", "H", "H", "H", "H", "H", "H", "H", "H", "H", "H", "H", "I", "C", "C", "C", "I", "C", "C", "C", "C", "N", "C", "C", "O", "H", "H", "H", "H", "C", "Ge", "C", "C", "C", "H", "H", "H", "H", "H", "H", "H", "H", "H", "H", "C", "C", "C", "C", "C", "N", "H", "H", "H", "H", "H", "H", "H", "H", "H"],
  "xyz": [[-14.915, 12.533, 0.787], [-18.166, 13.384, 3.477], [-17.389, 14.456, 4.049], [-17.070, 15.499, 3.008], [-16.323, 14.799, 1.931], [-16.240, 15.414, 0.593], [-16.250, 16.857, 0.522], [-15.914, 17.518, -0.650], [-15.409, 16.692, -1.686], [-15.432, 15.318, -1.632], [-15.970, 14.702, -0.528], [-18.697, 12.937, 4.160], [-16.425, 14.042, 4.463], [-17.845, 14.861, 4.931], [-16.620, 16.382, 3.430], [-18.031, 15.851, 2.515], [-16.857, 13.874, 1.642], [-15.289, 14.648, 2.346], [-16.603, 17.355, 1.478], [-16.197, 18.588, -0.831], [-15.092, 17.149, -2.607], [-15.297, 14.640, -2.440], [-10.038, 8.759, 3.816], [-12.028, 8.854, 3.175], [-12.738, 7.630, 3.200], [-13.978, 7.680, 2.541], [-14.786, 5.767, 2.052], [-14.695, 8.856, 2.234], [-16.110, 8.861, 2.056], [-16.777, 10.102, 2.147], [-16.024, 11.249, 2.464], [-14.687, 11.248, 2.228], [-13.977, 10.084, 2.320], [-12.576, 10.119, 2.786], [-11.967, 11.226, 2.804], [-12.237, 6.723, 3.463], [-16.647, 7.913, 1.967], [-17.856, 10.161, 2.040], [-16.443, 12.155, 2.972], [-19.179, 13.058, 0.456], [-17.975, 12.622, -1.048], [-17.977, 10.732, -1.225], [-18.877, 13.732, -2.484], [-16.073, 13.255, -0.586], [-19.876, 12.172, 0.568], [-19.779, 13.963, 0.239], [-18.710, 13.127, 1.407], [-17.092, 10.353, -1.779], [-18.901, 10.405, -1.763], [-17.979, 10.093, -0.311], [-18.142, 14.354, -2.987], [-19.638, 14.388, -1.966], [-19.397, 13.073, -3.198], [-15.431, 12.897, -1.404], [-10.127, 13.880, 1.127], [-10.696, 13.232, -0.155], [-10.238, 11.783, -0.215], [-10.450, 14.052, -1.449], [-12.129, 13.135, 0.056], [-13.281, 13.186, 0.189], [-9.053, 13.877, 1.146], [-10.534, 13.349, 2.007], [-10.459, 14.896, 1.263], [-9.168, 11.708, -0.532], [-10.739, 11.200, -0.966], [-10.314, 11.276, 0.715], [-9.394, 14.326, -1.519], [-11.041, 14.980, -1.503], [-10.607, 13.419, -2.344]],
  "forces_ev_per_angstrom": [[0.006, -1.055, 1.149], [-0.284, 0.777, 0.723], [1.020, -1.196, 0.843], [-2.804, 0.114, -1.048], [0.462, -1.311, -0.879], [1.119, 3.382, -0.409], [-0.622, -0.938, 0.665], [-0.616, -0.356, -0.135], [-0.175, 0.507, -0.226], [-1.478, 1.266, 1.607], [0.712, -0.305, -0.440], [0.552, 0.349, -0.337], [-0.579, 0.147, -0.611], [-0.760, 0.457, 0.339], [0.539, 0.153, 0.269], [0.639, -0.261, 0.866], [0.709, -0.110, 1.237], [-0.605, -0.591, -0.898], [0.565, -0.387, -1.589], [0.867, -1.102, 0.301], [0.105, 0.074, -0.214], [0.499, -0.076, -0.544], [0.122, 0.275, 0.089], [-0.590, -0.465, 0.518], [-0.597, 2.046, -2.226], [0.629, -1.178, 1.014], [-0.086, 0.124, 0.195], [0.777, -0.029, 0.701], [-0.591, 0.576, -0.992], [0.612, 0.147, 1.009], [-1.676, -0.601, -0.133], [1.015, 1.313, 0.298], [-0.214, -1.803, 0.850], [-0.401, 0.423, -0.842], [0.560, -0.086, 0.055], [-0.003, -0.381, 0.090], [0.133, 0.461, -0.114], [-0.078, -0.047, 0.477], [0.190, -0.993, -1.056], [-1.264, -0.924, -0.707], [0.468, 1.788, 1.575], [-0.158, -2.287, -0.745], [-0.385, -0.317, 0.672], [-1.525, -0.435, -0.900], [0.451, 0.964, -0.249], [0.259, -0.435, 0.241], [0.436, 0.217, 0.667], [-0.542, 0.284, 0.050], [0.693, 0.296, 0.083], [0.116, 1.064, -0.205], [-0.067, 0.090, -0.263], [0.872, -0.712, -0.622], [0.209, 0.374, 0.096], [-0.239, 0.386, -0.207], [-0.845, -0.301, 0.479], [0.001, 0.056, 0.450], [2.137, -0.120, -1.383], [0.461, -0.493, -0.258], [-2.236, 0.828, 0.001], [2.474, 0.166, -0.376], [0.550, -0.198, -0.110], [0.387, -0.121, -0.401], [-0.157, 0.590, -0.290], [-0.508, 0.362, 0.350], [-0.652, -0.135, -0.344], [-0.377, -0.251, 1.003], [0.032, 0.060, 0.262], [0.092, -0.485, 0.085], [-0.357, 0.368, 0.441]],
  "nbo_charge": [0.754, -0.738, -0.062, -0.424, -0.518, 0.276, -0.219, -0.199, -0.238, 0.043, -0.257, 0.487, 0.175, 0.171, 0.211, 0.201, 0.297, 0.267, 0.227, 0.228, 0.221, 0.231, 0.024, -0.300, -0.274, -0.204, -0.014, -0.036, -0.361, -0.283, -0.150, -0.673, 0.064, 0.350, -0.780, 0.219, 0.205, 0.188, 0.198, -1.109, 1.588, -1.131, -1.072, -0.880, 0.226, 0.207, 0.252, 0.243, 0.223, 0.275, 0.214, 0.224, 0.225, 0.206, -0.600, -0.172, -0.596, -0.587, 0.431, -0.475, 0.207, 0.275, 0.201, 0.195, 0.214, 0.272, 0.210, 0.216, 0.214],
  "total_charge": -1,
  "gap_ev": [2.452, 4.098],
  "spin_multiplicity": 3
}